No. 1
Computed, not measured: C30H24BrMnNP2S2 as an isolated structure at a distorted geometry, with ωB97M-V/def2-TZVPD.

Summary:
- Gap between HOMO and LUMO (alpha / beta): 5.87 / 6.53 eV
- E_tot: -6416.46559 Eh
- Relative energy (zero: lowest compared OMol25 entry of this formula, charge and spin): 44.2 kcal/mol

Geometry as ORCA input:
```
! RIJCOSX wB97M-V def2-TZVPD def2/J DEFGRID3
* xyz 0 6
Mn 0.10 -0.44 0.30
S 2.90 0.30 0.37
P 1.68 1.85 0.19
C 0.30 1.32 -0.72
P -1.33 1.83 -0.30
S -2.30 0.07 -0.23
C -1.69 2.78 1.22
C -1.24 4.09 1.35
C -1.52 4.80 2.50
C -2.27 4.22 3.51
C -2.72 2.92 3.38
C -2.42 2.19 2.24
C -1.98 2.89 -1.63
C -1.42 2.69 -2.89
C -1.82 3.48 -3.95
C -2.76 4.48 -3.76
C -3.32 4.67 -2.51
C -2.94 3.88 -1.44
C 2.50 3.21 -0.67
C 3.87 3.19 -0.91
C 4.44 4.18 -1.67
C 3.65 5.20 -2.19
C 2.28 5.20 -1.99
C 1.70 4.20 -1.23
C 1.36 2.40 1.90
C 1.95 3.54 2.44
C 1.81 3.79 3.79
C 1.10 2.92 4.60
C 0.50 1.79 4.06
C 0.65 1.53 2.71
H -0.66 4.56 0.56
H -1.17 5.82 2.60
H -2.50 4.79 4.40
H -3.30 2.46 4.16
H -2.77 1.18 2.12
H -0.68 1.92 -3.01
H -1.38 3.33 -4.93
H -3.04 5.12 -4.58
H -4.06 5.44 -2.36
H -3.38 4.01 -0.46
H 4.46 2.38 -0.48
H 5.50 4.17 -1.87
H 4.10 5.98 -2.78
H 1.66 5.97 -2.42
H 0.63 4.15 -1.08
H 2.50 4.21 1.80
H 2.28 4.66 4.22
H 1.01 3.12 5.65
H -0.06 1.12 4.69
H 0.20 0.61 2.26
Br -1.59 -2.39 3.11
C -0.68 -2.96 1.54
C -1.06 -4.10 0.88
C -0.35 -4.47 -0.27
C 0.75 -3.71 -0.63
C 1.11 -2.60 0.12
N 0.36 -2.18 1.18
H -1.87 -4.70 1.25
H -0.62 -5.35 -0.83
H 1.37 -4.00 -1.47
H 2.09 -2.14 0.01
*
```


No. 2
Computed, not measured: C12H17BrN4OW as an isolated structure at a distorted geometry, with ωB97M-V/def2-TZVPD.

Summary:
- Gap between HOMO and LUMO (alpha / beta): 7.37 / 7.37 eV
- E_tot: -3402.29470 Eh
- Relative energy (zero: lowest compared OMol25 entry of this formula, charge and spin): 17.6 kcal/mol

Geometry as ORCA input:
```
! RIJCOSX wB97M-V def2-TZVPD def2/J DEFGRID3
* xyz 2 1
W -0.27 -0.20 -0.23
O -5.66 -1.85 0.31
C -4.59 -1.16 0.00
C -4.60 -0.03 -0.84
C -3.41 0.61 -1.15
N -2.26 0.18 -0.63
C -2.21 -0.90 0.20
Br 1.11 -1.10 1.57
C -3.35 -1.58 0.54
H -6.49 -1.52 -0.08
H -5.52 0.33 -1.27
H -3.39 1.47 -1.80
H -3.34 -2.44 1.20
N 1.08 3.84 -0.15
C 0.60 3.74 1.12
C 0.12 2.46 1.24
N 0.32 1.80 0.05
C 0.90 2.67 -0.77
H 1.50 4.67 -0.56
H 0.63 4.54 1.82
H -0.34 1.99 2.10
H 1.17 2.46 -1.79
C 0.96 -1.33 -4.03
C 1.11 -1.62 -2.53
C 2.60 -1.88 -2.17
C 0.27 -2.86 -2.10
N 0.65 -0.60 -1.73
H 1.31 -2.18 -4.60
H 1.52 -0.45 -4.32
H -0.09 -1.16 -4.27
H 2.96 -2.73 -2.74
H 2.69 -2.08 -1.11
H 3.20 -1.01 -2.42
H 0.68 -3.76 -2.56
H -0.77 -2.73 -2.41
H 0.32 -2.97 -1.00
*
```


No. 3
Computed, not measured: a 2-piece molecular cluster, C3H7NO2 overall at a distorted geometry, with ωB97M-V/def2-TZVPD.

Summary:
- Gap between HOMO and LUMO (alpha / beta): 8.34 / 8.34 eV
- E_tot: -323.55105 Eh
- Relative energy (zero: lowest compared OMol25 entry of this formula, charge and spin): 144.3 kcal/mol

Geometry as ORCA input:
```
! RIJCOSX wB97M-V def2-TZVPD def2/J DEFGRID3
* xyz 0 1
C 1.52 -0.54 -0.02
C -0.41 -1.11 0.92
C 0.87 0.65 -0.38
N -1.54 1.19 -0.65
O -0.52 0.22 -0.84
O 1.05 1.82 -0.15
H -2.01 1.21 -1.55
H -1.07 2.09 -0.55
H 2.39 -0.44 0.61
H 1.47 -1.36 -0.73
H 0.05 -0.82 1.85
H -1.44 -0.78 0.87
H -0.35 -2.14 0.62
*
```